## A
Entry from the Open Molecules 2025 dataset: the ion C3H4NO with charge -1 (ωB97M-V with the def2-TZVPD basis set).

Geometry (Å):
N  -3.355  0.346  0.434
C  0.783  -0.334  -0.113
H  1.542  -0.958  0.517
O  -3.781  -0.509  -0.498
C  -0.568  -0.108  0.319
H  -3.347  1.449  0.200
C  -1.692  0.374  0.338
H  1.406  0.563  -0.284
H  0.866  -0.896  -1.104

Its charge is -1. As for the HOMO-LUMO gap: 6.005 eV. As for the LUMO energy: 0.1496 hartree. Its SMILES is CC#CN[O-].

## B
Entry from the Open Molecules 2025 dataset: a cluster of 2 separate species, C3H4NO in total (ωB97M-V with the def2-TZVPD basis set).

Geometry (Å):
N  -2.910  0.075  -0.057
H  0.346  1.096  -0.060
H  -0.027  -0.607  -0.691
C  3.073  -0.315  0.461
O  -3.885  0.878  -0.174
H  4.087  -0.163  0.727
C  0.646  0.108  -0.449
C  1.923  -0.206  0.050
H  -3.252  -0.866  0.193

Its charge is -1. As for the HOMO-LUMO gap (alpha / beta): 6.802 / 3.010 eV. As for the LUMO energy (alpha / beta): 0.1647 / 0.0851 hartree.

Most stable: A. Least stable: B.

## A
Entry from the Open Molecules 2025 dataset: a cluster of 2 separate species, C5H11O2 in total (ωB97M-V with the def2-TZVPD basis set).

Geometry (Å):
H  0.262  1.817  0.054
H  0.206  -0.741  2.148
C  -0.575  -1.429  2.469
H  -0.365  -2.115  0.538
H  -1.713  -1.072  0.523
H  0.843  2.744  -1.233
O  -1.661  2.053  -1.613
H  -0.112  -2.259  2.984
H  -2.027  -2.609  1.305
O  -0.423  0.741  -2.947
H  2.266  0.346  -0.407
H  2.493  1.378  -1.912
C  1.825  0.790  -1.305
C  0.632  1.698  -0.968
H  -1.278  -0.839  3.078
C  -1.243  -1.849  1.124
H  1.509  -0.024  -1.940
C  -0.640  1.370  -1.900

Its charge is -1. As for the HOMO-LUMO gap: 7.344 eV. As for the LUMO energy: 0.1329 hartree.

## B
Entry from the Open Molecules 2025 dataset: a cluster of 2 separate species, C5H11O2 in total (ωB97M-V with the def2-TZVPD basis set).

Geometry (Å):
C  -0.943  -0.895  -1.573
O  -1.622  -2.075  0.868
H  -0.370  3.094  0.734
H  0.645  1.267  -0.431
C  0.567  2.727  1.166
H  -1.424  -0.239  -0.839
C  0.902  1.334  0.623
C  -0.585  -2.571  0.366
H  1.906  1.073  0.928
H  0.358  2.770  2.235
O  0.038  -3.599  0.689
H  0.150  0.659  1.017
H  0.707  -1.097  -0.228
H  1.333  3.474  0.992
H  -1.793  -1.500  -1.891
H  -0.568  -0.270  -2.396
C  0.062  -1.750  -0.806
H  0.639  -2.404  -1.455

Its charge is -1. As for the HOMO-LUMO gap: 7.398 eV. As for the LUMO energy: 0.1310 hartree.

Most stable: B. Least stable: A.

## A
Entry from the Open Molecules 2025 dataset: a cluster of 2 separate species, C5H11O2 in total (ωB97M-V with the def2-TZVPD basis set).

Geometry (Å):
C  1.706  -1.454  1.434
H  -0.453  -1.831  2.125
H  0.399  -0.550  3.191
H  -0.812  1.133  -2.487
C  -2.310  0.555  -1.132
H  -2.714  -0.069  -0.291
C  -0.962  0.366  -1.784
H  1.449  -1.900  0.600
C  0.173  0.745  -0.759
O  -0.151  1.541  0.189
H  -2.418  1.425  -0.414
C  0.534  -1.493  2.499
H  0.667  -2.310  3.174
H  2.636  -1.803  1.888
O  1.211  0.216  -0.990
H  -0.810  -0.551  -2.266
H  1.775  -0.309  1.160
H  -3.039  0.397  -1.831

Its charge is -1. As for the HOMO-LUMO gap: 7.913 eV. As for the LUMO energy: 0.1516 hartree.

## B
Entry from the Open Molecules 2025 dataset: a cluster of 2 separate species, C5H11O2 in total (ωB97M-V with the def2-TZVPD basis set).

Geometry (Å):
H  2.032  0.776  0.885
C  1.152  -0.952  -1.201
H  0.978  0.105  -1.381
H  -3.124  2.048  0.743
C  -2.864  1.085  0.281
O  -0.592  1.680  -0.086
H  1.280  -2.157  0.674
H  2.044  -0.467  2.139
H  0.299  -1.420  -1.677
H  2.118  -1.306  -1.541
O  -1.829  1.066  -1.864
C  -1.647  1.295  -0.645
H  -2.666  0.360  1.065
H  3.169  -0.581  0.834
H  0.136  -0.855  0.704
C  1.106  -1.142  0.315
H  -3.727  0.761  -0.301
C  2.135  -0.295  1.057

Its charge is -1. As for the HOMO-LUMO gap: 8.036 eV. As for the LUMO energy: 0.1500 hartree.

## C
Entry from the Open Molecules 2025 dataset: a cluster of 2 separate species, C5H11O2 in total (ωB97M-V with the def2-TZVPD basis set).

Geometry (Å):
H  -1.831  -2.946  -0.012
H  0.415  -3.470  1.177
H  -1.267  2.615  0.977
O  0.264  0.987  -1.602
H  1.245  -2.708  -0.048
C  -0.526  3.176  0.253
H  0.941  2.223  1.354
C  0.743  2.357  0.300
H  -0.804  3.200  -0.843
H  -0.773  -3.889  -0.936
H  -0.476  4.200  0.353
H  -0.679  -2.102  -1.209
H  0.091  -1.692  0.889
C  0.289  -2.722  0.462
O  0.938  -0.040  0.194
C  0.702  1.019  -0.435
C  -0.815  -2.925  -0.492
H  1.544  2.716  -0.381

Its charge is -1. As for the HOMO-LUMO gap: 7.954 eV. As for the LUMO energy: 0.1542 hartree.

Most stable: B. Least stable: A.

## A
Entry from the Open Molecules 2025 dataset: a cluster of 2 separate species, C5H11O2 in total (ωB97M-V with the def2-TZVPD basis set).

Geometry (Å):
C  -0.222  -2.185  0.208
H  -1.036  -2.857  -0.091
O  0.659  1.832  1.568
H  -0.847  3.142  -0.251
C  0.374  -1.547  -1.032
H  -0.422  -0.126  1.021
H  -0.607  1.467  -0.838
H  0.423  2.834  -1.500
H  -0.201  -0.714  -1.426
H  1.370  -1.152  -0.816
C  0.964  2.385  0.498
C  -0.135  2.427  -0.665
H  -0.646  -1.308  2.211
H  -1.882  -0.954  0.906
O  2.001  3.015  0.201
C  -0.833  -1.141  1.151
H  0.508  -2.302  -1.818
H  0.533  -2.817  0.672

Its charge is -1. As for the HOMO-LUMO gap: 7.685 eV. As for the LUMO energy: 0.1403 hartree.

## B
Entry from the Open Molecules 2025 dataset: a cluster of 2 separate species, C5H11O2 in total (ωB97M-V with the def2-TZVPD basis set).

Geometry (Å):
H  2.158  2.102  0.743
H  -2.073  0.470  0.027
H  2.836  -0.249  0.086
C  1.027  -1.049  1.286
O  -0.671  0.135  -2.164
H  1.814  -1.550  1.708
O  -1.172  -1.918  -1.548
H  0.722  2.036  -0.285
C  -2.551  -0.046  -0.816
H  -2.992  0.756  -1.448
H  0.954  -0.125  -0.616
H  0.377  -1.669  0.720
C  1.603  0.017  0.369
H  0.446  -0.743  2.158
H  -3.187  -0.818  -0.517
C  -1.445  -0.712  -1.622
H  0.805  1.805  1.389
C  1.349  1.556  0.533

Its charge is -1. As for the HOMO-LUMO gap: 7.734 eV. As for the LUMO energy: 0.1475 hartree.

Most stable: A. Least stable: B.

## A
Entry from the Open Molecules 2025 dataset: a structure of composition C17H34N17O7P2SeW (ωB97M-V with the def2-TZVPD basis set).

Geometry (Å):
H  3.480  2.317  2.835
H  -3.191  -1.564  2.901
H  -0.052  5.247  1.118
C  1.120  2.394  0.570
N  2.183  2.809  1.301
C  -1.390  -0.667  3.707
O  -0.852  -0.264  4.982
C  2.141  -2.078  -3.861
Se  -3.384  -2.605  0.431
N  1.161  1.228  -0.088
O  -0.294  1.751  3.326
H  0.811  -1.377  -5.411
C  -2.415  1.125  -2.403
N  -0.427  -2.332  -1.397
N  3.740  -1.705  0.470
O  -0.744  0.460  1.330
C  2.016  -2.779  -0.088
H  -3.436  -0.520  4.290
H  0.751  0.996  -2.210
H  1.296  -0.720  4.147
O  -0.300  -3.057  3.974
C  0.057  -3.561  -1.163
N  3.073  -1.468  -2.893
N  1.669  -1.472  -0.062
N  0.075  3.232  0.493
N  -0.626  -4.487  -1.791
H  -0.539  2.017  4.224
H  -1.809  2.661  -0.249
H  -4.073  1.598  -3.626
P  -1.440  0.860  2.647
H  -0.243  0.475  -4.081
H  3.710  4.171  0.904
W  -0.184  -0.538  -0.294
H  2.657  -2.654  -4.630
C  -0.219  4.240  1.504
H  -0.638  -1.123  -3.494
H  -1.268  4.142  1.789
P  -0.163  -1.812  3.009
H  -0.474  2.642  -1.427
H  3.528  -2.173  -2.322
O  1.242  -1.133  3.270
H  2.091  4.756  0.520
H  0.391  4.076  2.384
C  0.174  -0.416  -3.614
H  -1.262  -0.810  5.665
C  -4.069  -0.816  -1.260
C  2.670  4.179  1.236
H  -2.737  -2.154  4.505
H  0.159  -3.862  3.696
H  -1.150  4.179  -0.888
C  -2.774  -1.273  3.862
H  1.946  -0.181  -4.829
N  0.689  -0.014  -2.259
C  -3.719  0.963  -2.826
N  2.838  -0.835  0.292
N  -4.590  -1.888  -0.672
H  2.119  0.887  -0.101
H  3.927  1.585  1.284
H  -5.574  -0.143  -2.666
H  2.624  4.670  2.210
H  1.505  -2.782  -3.315
H  -1.765  1.851  -2.871
C  1.281  -0.990  -4.507
N  -1.590  -3.803  -2.443
C  3.087  1.856  1.929
N  1.183  -3.796  -0.429
N  -1.503  -2.552  -2.229
H  1.679  -0.362  -2.212
C  -0.900  3.164  -0.575
N  -1.906  0.381  -1.383
H  2.547  0.954  2.194
N  -2.191  -1.243  0.106
H  3.812  -0.978  -3.386
O  -2.763  1.477  2.579
O  -0.288  -2.169  1.569
C  -4.575  0.000  -2.282
C  -2.745  -0.502  -0.834
H  1.551  -4.735  -0.414
N  3.277  -2.950  0.236

Its charge is +1. As for the HOMO-LUMO gap (alpha / beta): 5.323 / 7.486 eV. As for the expectation value of S²: 2.05. As for the LUMO energy (alpha / beta): -0.1467 / -0.1476 hartree. Its spin multiplicity is 3.

## B
Entry from the Open Molecules 2025 dataset: a structure of composition C17H34N17O7P2SeW (ωB97M-V with the def2-TZVPD basis set).

Geometry (Å):
N  -2.361  0.055  -2.807
C  -2.928  -2.444  2.512
C  2.175  3.750  1.339
H  0.378  0.581  5.152
H  1.576  5.145  -1.644
Se  1.903  -3.150  2.299
C  2.651  -2.616  -1.705
N  -2.820  1.252  0.386
N  -0.601  1.028  1.874
H  -0.185  1.946  1.785
H  2.497  -1.559  -3.363
H  -3.021  -0.018  -3.565
O  2.981  -2.340  -3.054
N  -1.285  -1.349  1.178
C  -1.062  3.075  -2.306
H  3.202  -4.707  -1.902
N  0.747  -0.372  -4.114
O  -0.097  -2.060  -1.004
C  -0.371  -2.163  1.728
N  1.084  -0.124  -2.911
H  2.816  1.300  2.594
H  -1.588  1.153  1.596
H  3.058  5.008  -0.700
P  0.855  -3.074  -1.577
N  -3.989  0.999  -1.405
H  -0.631  5.803  -1.679
H  -0.998  -0.370  3.379
H  1.596  3.146  2.033
N  2.352  0.411  2.426
H  -0.453  2.248  -2.642
H  -3.971  -2.517  2.786
O  1.888  -0.207  -0.473
O  0.387  -3.412  -3.029
H  3.080  -0.210  2.082
C  -0.625  0.651  3.316
H  2.589  -0.050  4.496
C  -1.990  -3.295  3.110
N  -3.960  1.446  -0.137
H  1.580  1.746  0.302
C  0.528  3.197  -0.407
H  1.041  -3.815  -3.619
H  -1.159  3.788  -3.125
H  1.792  6.141  -0.192
N  1.388  4.094  0.171
N  -1.996  0.625  -0.528
C  3.517  -3.828  -1.339
N  -0.587  -0.366  -4.269
C  1.824  -0.055  3.714
H  -3.323  -0.850  1.129
H  -2.061  2.737  -2.030
H  -1.370  1.294  3.791
H  -0.636  5.424  0.056
H  1.483  -1.088  3.623
C  -2.780  0.520  -1.607
C  -0.947  5.080  -0.925
H  0.939  -4.407  0.145
H  3.096  3.216  1.075
H  4.740  -0.864  -1.933
H  0.975  1.861  4.116
N  -0.053  0.091  -2.173
O  0.764  -4.442  -0.813
H  2.456  4.670  1.849
C  1.979  5.163  -0.637
N  0.847  -1.970  1.320
N  -0.409  3.748  -1.199
C  -1.036  -0.094  -3.067
C  0.656  0.810  4.121
H  -2.282  -4.033  3.845
H  4.548  -3.602  -1.614
C  -2.585  -1.492  1.575
W  -0.027  -0.126  -0.026
H  3.482  -4.048  -0.276
N  0.671  1.908  -0.121
O  3.561  -1.735  0.723
N  0.437  -3.814  3.133
P  3.078  -1.211  -0.571
C  -0.645  -3.167  2.721
O  4.132  -0.355  -1.380
H  -2.035  5.017  -0.945

Its charge is +1. As for the HOMO-LUMO gap (alpha / beta): 5.662 / 7.538 eV. As for the expectation value of S²: 2.04. As for the LUMO energy (alpha / beta): -0.1423 / -0.1501 hartree. Its spin multiplicity is 3.

Most stable: A. Least stable: B.